[1]
The following is a DFT calculation (ωB97M-V with the def2-TZVPD basis set) of C6H5FI4V as an isolated structure.

Positions of all 17 atoms, in Å:
V: 1.3406 3.5354 0.2833
I: -1.3577 3.9453 0.6263
I: 1.7261 2.6719 -2.2277
I: 2.5694 2.2099 2.3854
I: 2.7369 6.0184 0.3387
F: 0.1648 1.0136 0.2262
C: -0.1525 -0.2598 0.0028
C: 0.3923 -1.2402 0.8193
C: -0.0400 -2.5533 0.6693
C: -0.9506 -2.8790 -0.3127
C: -1.5207 -1.8920 -1.1002
C: -1.1151 -0.5686 -0.9414
H: 1.0086 -0.9563 1.6625
H: 0.2760 -3.2464 1.4391
H: -1.2616 -3.9036 -0.4875
H: -2.2873 -2.1163 -1.8282
H: -1.5292 0.2211 -1.5551

Summary:
Net charge: -1
Gap between HOMO and LUMO (spin up / spin down) (hartree): 0.2609 / 0.3042
2S+1: 3
HOMO level (spin up / spin down) (eV): -5.66 / -5.66
⟨S²⟩: 2.07
Energy relative to the best compared isomer or geometry (same formula, charge and spin) (eV): 0.409

---

[2]
The following is a DFT calculation (ωB97M-V with the def2-TZVPD basis set) of C34H82F2N7O12S2V as an isolated structure.

Positions of all 140 atoms, in Å:
O: 3.2333 -0.9369 2.2664
V: 2.3084 -1.8762 1.3854
O: 1.4722 -2.8700 2.2093
N: 1.2493 -0.5170 0.1680
S: -0.4295 -0.2367 0.0914
O: -0.8899 0.3550 -1.1051
O: -1.1357 0.0077 1.2841
F: -0.7060 -1.8004 -0.1287
S: 1.7731 0.7742 -0.6242
O: 1.4646 1.9958 0.0179
O: 1.7965 0.6280 -2.0219
F: 3.3122 0.5633 -0.2941
C: -3.4559 -4.3115 2.1508
C: -4.6753 -3.9529 1.2998
C: -5.8959 -3.9045 2.2038
C: -7.0118 -2.9571 1.7222
C: -6.4289 -1.5555 1.5659
C: -5.3671 -1.5774 0.4725
N: -4.4161 -2.6701 0.6618
O: -3.4418 -2.7173 -0.3386
C: -6.0589 -1.7161 -0.9132
C: -4.6277 -0.2731 0.4869
C: -4.8321 -5.0603 0.2508
H: -2.6520 -4.6690 1.5015
H: -3.6800 -5.1007 2.8693
H: -3.0890 -3.4134 2.6498
H: -6.3624 -4.8944 2.1724
H: -5.6176 -3.7070 3.2395
H: -7.7653 -2.9807 2.5178
H: -7.4883 -3.3767 0.8351
H: -5.9608 -1.3349 2.5299
H: -7.2133 -0.8469 1.3118
H: -6.9922 -1.1482 -0.9318
H: -5.4220 -1.2911 -1.6928
H: -6.2342 -2.7503 -1.1990
H: -3.8446 -0.2497 -0.2786
H: -5.2805 0.5655 0.2240
H: -4.1277 -0.0395 1.4297
H: -3.9301 -5.1257 -0.3644
H: -5.6255 -4.8444 -0.4674
H: -4.9216 -6.0336 0.7360
H: -2.6567 -2.3247 0.0573
C: -1.6783 5.5793 -2.5664
C: -0.6653 4.6197 -1.9306
C: 0.5919 5.4083 -1.5592
C: 0.4130 6.2260 -0.2796
C: 0.1532 5.2753 0.8778
C: -1.1289 4.4690 0.6304
N: -1.1229 3.9838 -0.7281
O: -2.1683 3.0689 -0.9779
C: -1.1151 3.2806 1.5812
C: -2.3268 5.3908 0.9362
C: -0.2722 3.5831 -2.9755
H: -1.6994 6.5243 -2.0212
H: -2.6784 5.1435 -2.4769
H: -1.4940 5.7790 -3.6211
H: 1.4134 4.6963 -1.4211
H: 0.8695 6.1151 -2.3481
H: -0.4026 6.9443 -0.3689
H: 1.3478 6.7620 -0.0944
H: 0.0532 5.9167 1.7550
H: 1.0419 4.6499 0.9940
H: -1.9622 2.6289 1.3522
H: -0.2165 2.6893 1.3801
H: -1.1953 3.5720 2.6260
H: -2.1592 6.0572 1.7855
H: -2.6015 6.0116 0.0804
H: -3.2429 4.8390 1.1758
H: 0.1757 2.6691 -2.5966
H: 0.4354 4.0554 -3.6695
H: -1.1264 3.3650 -3.6236
H: -1.7036 2.2309 -0.9604
C: 2.9652 -3.4571 -4.8805
C: 1.9574 -2.4082 -4.4142
C: 0.5548 -2.9401 -4.3905
O: -0.2652 -1.9683 -3.7818
C: -1.5698 -2.4077 -3.5204
N: 2.2769 -2.0785 -2.9720
H: 3.9395 -2.9835 -4.9682
H: 2.6484 -3.8348 -5.8588
H: 2.9339 -4.3219 -4.2215
H: 2.0860 -1.4616 -4.9418
H: 0.5123 -3.9292 -3.9190
H: 0.2222 -3.0628 -5.4365
H: -2.1795 -1.5096 -3.4446
H: -1.6167 -3.0074 -2.6102
H: -1.9504 -2.9778 -4.3768
H: 3.1615 -1.5797 -2.9422
H: 1.5269 -1.4597 -2.6770
C: 1.4700 -1.4742 5.4011
C: 0.2969 -1.1567 4.4968
C: -0.9504 -0.7280 5.2557
O: -0.6055 0.3684 6.0686
C: -1.6863 0.8216 6.8187
N: 0.7523 -0.0411 3.5912
H: 1.8850 -0.5835 5.8764
H: 2.2760 -1.9607 4.8542
H: 1.1662 -2.1366 6.2213
H: 0.0926 -2.0524 3.9085
H: -1.3858 -1.5504 5.8360
H: -1.6727 -0.3862 4.4989
H: -2.5151 1.1805 6.1952
H: -1.3685 1.6098 7.4992
H: -2.0911 0.0239 7.4636
H: 0.7947 0.7028 4.2865
H: -0.0239 0.1390 2.9684
C: 4.3917 -4.7615 -1.3433
C: 3.8631 -4.0366 -0.1129
C: 4.8359 -4.0573 1.0415
O: 4.1941 -3.3618 2.0828
C: 5.0233 -3.0822 3.1996
N: 3.4827 -2.6296 -0.4045
H: 3.5406 -4.9498 -2.0008
H: 4.8307 -5.7249 -1.0841
H: 5.1114 -4.1728 -1.9145
H: 2.9661 -4.5521 0.2432
H: 5.7558 -3.5104 0.7850
H: 5.0568 -5.1056 1.2645
H: 4.3791 -2.8529 4.0479
H: 5.5479 -2.1308 3.0346
H: 5.7265 -3.8788 3.4294
H: 2.9682 -2.6198 -1.3259
H: 4.3362 -2.1669 -0.7337
C: 4.8406 3.8194 -4.6965
C: 5.0953 3.2539 -3.3068
C: 4.3173 3.9874 -2.2784
O: 4.6987 3.6776 -0.9535
C: 4.0951 4.5535 -0.0243
N: 4.8262 1.8160 -3.3232
H: 3.7609 3.8015 -4.8887
H: 5.3553 3.2819 -5.4878
H: 5.1323 4.8719 -4.7471
H: 6.1457 3.3644 -3.0121
H: 3.2198 3.9218 -2.3442
H: 4.5737 5.0612 -2.3615
H: 4.4273 4.2142 0.9565
H: 3.0023 4.4671 -0.0551
H: 4.4199 5.5908 -0.1685
H: 4.5125 1.5391 -2.3943
H: 4.0202 1.6238 -3.9143

Summary:
Net charge: 0
Gap between HOMO and LUMO (hartree): 0.2501
HOMO level (eV): -7.51
Energy relative to the best compared isomer or geometry (same formula, charge and spin) (eV): 0.000

---

[3]
The following is a DFT calculation (ωB97M-V with the def2-TZVPD basis set) of C12H32F9O16Pt2S3 as an isolated structure.

Positions of all 74 atoms, in Å:
Pt: -13.4706 6.4906 15.5220
Pt: -17.1917 7.9943 18.7633
C: -13.2140 9.9037 18.5226
F: -12.0307 10.3061 18.1085
F: -13.0601 8.7867 19.2498
F: -13.8126 10.8331 19.2343
S: -14.2881 9.4531 17.0871
O: -15.4567 8.8911 17.7302
O: -14.5516 10.6576 16.3467
O: -13.5493 8.4521 16.3247
C: -15.2427 3.8492 18.3244
F: -16.0337 3.4408 19.2814
F: -14.2066 3.0416 18.1995
F: -15.9112 3.9106 17.1608
S: -14.6303 5.5444 18.7133
O: -13.8828 5.5238 19.9168
O: -13.8015 5.9029 17.5527
O: -15.8615 6.3211 18.7975
C: -17.9008 5.9330 14.5049
F: -18.9591 6.5425 14.0364
F: -18.2568 4.9631 15.3399
F: -17.1728 5.4328 13.5053
S: -16.8726 7.1829 15.3945
O: -16.9543 8.3910 14.6661
O: -17.4473 7.1887 16.7333
O: -15.5381 6.5595 15.4071
O: -16.9561 12.1012 17.9770
H: -16.6013 12.9429 18.2897
H: -16.2593 11.7423 17.4057
O: -16.7905 9.9489 19.7644
H: -17.0929 10.8365 19.4463
H: -16.1580 10.1053 20.4764
O: -12.9670 12.9687 16.4687
H: -13.3531 12.1053 16.2603
H: -12.0149 12.8252 16.4442
O: -14.2558 12.8490 13.7116
H: -14.8400 12.0886 13.7927
H: -13.9335 13.0164 14.6079
C: -7.4487 13.7202 18.0104
C: -8.0458 12.7173 17.0355
C: -9.4024 12.1730 17.5078
O: -8.1932 13.2647 15.7322
H: -6.4217 13.9565 17.7327
H: -7.3940 13.2910 19.0137
H: -8.0427 14.6346 18.0249
H: -7.4055 11.8406 16.9183
H: -9.3398 11.8167 18.5415
H: -9.6465 11.3056 16.8925
H: -10.1475 12.9679 17.4668
H: -8.8449 13.9731 15.7427
C: -9.9203 8.1166 22.0117
C: -10.6405 7.1321 21.1205
C: -9.9275 5.7951 21.0992
O: -11.9614 6.9599 21.6941
H: -9.8941 7.6858 23.0162
H: -10.3817 9.1012 22.0541
H: -8.8792 8.2390 21.7049
H: -10.7723 7.5141 20.0991
H: -8.9075 5.9174 20.7202
H: -10.4360 5.1063 20.4167
H: -9.9115 5.3388 22.0852
H: -12.4795 6.4428 21.0671
C: -9.2111 6.3407 17.3037
C: -9.0429 7.7981 16.9274
C: -8.1352 7.9909 15.7167
O: -10.3716 8.3124 16.7059
H: -9.9108 6.2899 18.1419
H: -8.2733 5.9490 17.6957
H: -9.5700 5.7514 16.4606
H: -8.6091 8.3152 17.7936
H: -7.2275 7.4075 15.8883
H: -7.8624 9.0338 15.5633
H: -8.6012 7.5938 14.8134
H: -10.3647 9.2754 16.6645

Summary:
Net charge: +1
Gap between HOMO and LUMO (spin up / spin down) (hartree): 0.2285 / 0.1953
2S+1: 5
HOMO level (spin up / spin down) (eV): -12.07 / -12.07
⟨S²⟩: 6.01
Energy relative to the best compared isomer or geometry (same formula, charge and spin) (eV): 0.000

---

[4]
The following is a DFT calculation (ωB97M-V with the def2-TZVPD basis set) of a 2-piece molecular cluster, C5H13NO2 overall.

Positions of all 21 atoms, in Å:
C: 2.7543 -0.2879 -0.4997
N: 1.6881 0.8857 -0.4506
O: 0.7543 0.7677 -1.3566
H: 2.4588 -1.1313 -1.2450
H: 3.6649 0.1161 -0.9876
H: 2.9963 -0.5483 0.4924
H: 2.1781 1.7843 -0.3946
H: 1.1287 0.7395 0.5227
C: -1.2586 -1.8366 1.0845
C: -1.5984 -0.8792 0.0042
C: -0.8503 0.4812 0.2888
C: -1.5650 1.6950 -0.2783
O: -0.0215 0.5781 1.2182
H: -0.1132 -1.8216 1.2422
H: -1.5689 -2.8093 0.6593
H: -1.8205 -1.7435 2.0303
H: -1.1237 -1.2477 -0.8235
H: -2.6174 -0.6622 -0.3296
H: -2.6208 1.7374 0.0225
H: -1.1139 2.4968 0.1895
H: -1.3511 1.6858 -1.3891

Summary:
Net charge: 0
Gap between HOMO and LUMO (hartree): 0.3555
HOMO level (eV): -8.77
Structure (SMILES): C[NH2+][O-].CCC(C)=O
Energy relative to the best compared isomer or geometry (same formula, charge and spin) (eV): 4.695

---

[5]
The following is a DFT calculation (ωB97M-V with the def2-TZVPD basis set) of an isolated molecule of C25H33N3O4S.

Positions of all 66 atoms, in Å:
C: -0.1262 4.6884 -1.2683
C: -0.7732 4.7743 0.1080
C: -0.9173 3.3976 0.7658
N: 0.3602 2.7591 1.0061
C: 1.1325 3.2509 2.1376
C: 0.8153 2.3843 3.3685
O: -0.0431 2.6997 4.1649
N: 1.5553 1.2556 3.3995
C: 1.4010 0.1819 4.3041
C: 1.2580 -1.0928 3.7646
C: 1.1059 -2.1910 4.5873
C: 1.0994 -2.0183 5.9612
C: 1.2715 -0.7553 6.4957
C: 1.4376 0.3644 5.6886
C: 1.6825 1.7065 6.2987
C: 0.8486 1.7099 0.3226
O: 1.9254 1.1930 0.6037
C: 0.0295 1.1566 -0.8023
C: -1.0981 0.3868 -0.5281
C: -1.8024 -0.1995 -1.5659
C: -1.3685 -0.0225 -2.8658
S: -2.2666 -0.8119 -4.2112
O: -3.6534 -0.8201 -3.8471
O: -1.8676 -0.1756 -5.4319
N: -1.7615 -2.3819 -4.2760
C: -2.3197 -3.3221 -3.3406
C: -1.3919 -3.7294 -2.1909
C: -0.2475 -4.6278 -2.6640
C: 0.9897 -3.8767 -3.1687
C: 0.7023 -2.5861 -3.9430
C: -0.4935 -2.6615 -4.9002
C: -0.2462 0.7314 -3.1500
C: 0.4612 1.3170 -2.1141
H: 0.8780 4.2778 -1.1927
H: -0.0571 5.6771 -1.7145
H: -0.7114 4.0523 -1.9288
H: -1.7710 5.2062 0.0197
H: -0.1831 5.4343 0.7463
H: -1.4267 3.4980 1.7296
H: -1.5188 2.7585 0.1188
H: 0.8453 4.2806 2.3457
H: 2.1961 3.1982 1.8932
H: 2.0413 1.0262 2.5335
H: 1.2666 -1.2092 2.6896
H: 0.9905 -3.1752 4.1587
H: 0.9748 -2.8687 6.6147
H: 1.2907 -0.6292 7.5686
H: 2.5093 2.2078 5.7965
H: 0.8011 2.3372 6.1856
H: 1.9141 1.6098 7.3563
H: -1.4190 0.2458 0.4942
H: -2.6934 -0.7786 -1.3827
H: -3.2264 -2.8509 -2.9593
H: -2.6157 -4.2238 -3.8922
H: -0.9978 -2.8450 -1.6884
H: -1.9983 -4.2797 -1.4684
H: 0.0665 -5.2755 -1.8427
H: -0.6278 -5.2790 -3.4537
H: 1.6256 -3.6185 -2.3189
H: 1.5613 -4.5570 -3.8037
H: 0.5269 -1.7681 -3.2429
H: 1.5945 -2.3298 -4.5175
H: -0.3902 -1.9078 -5.6825
H: -0.5444 -3.6468 -5.3730
H: 0.0513 0.8508 -4.1797
H: 1.3478 1.8973 -2.3183

Summary:
Net charge: 0
Gap between HOMO and LUMO (hartree): 0.3318
HOMO level (eV): -8.73
Structure (SMILES): CCCN(CC(=O)Nc1ccccc1C)C(=O)c1ccc(S(=O)(=O)N2CCCCCC2)cc1
Energy relative to the best compared isomer or geometry (same formula, charge and spin) (eV): 0.141

---

[6]
The following is a DFT calculation (ωB97M-V with the def2-TZVPD basis set) of C24H23IrN5S4Se as an isolated structure.

Positions of all 58 atoms, in Å:
Ir: 0.1021 0.4769 -0.5881
C: 3.4185 1.6311 -0.9182
C: 3.3413 1.5893 0.6021
S: 2.0069 0.5311 1.2331
C: 1.1626 1.6242 2.4110
C: 0.5965 2.9305 1.8720
S: -0.5816 2.7129 0.5011
C: 0.0448 3.8542 -0.7629
C: 1.4915 3.6772 -1.1958
S: 1.8751 1.9969 -1.7835
H: 4.1580 2.3696 -1.2293
H: 3.7341 0.6692 -1.3225
H: 4.2768 1.1873 0.9899
H: 3.2140 2.5837 1.0259
H: 0.3654 1.0014 2.8217
H: 1.8606 1.8366 3.2214
H: 0.0489 3.4227 2.6756
H: 1.3793 3.6148 1.5512
H: -0.6335 3.6983 -1.6031
H: -0.1086 4.8725 -0.4048
H: 1.6889 4.3590 -2.0228
H: 2.1897 3.9262 -0.3988
N: -1.4660 -2.1959 2.4611
C: -2.5925 -1.3914 2.3337
C: -3.8070 -1.3840 3.0079
C: -4.7323 -0.4489 2.5915
C: -4.4582 0.4377 1.5382
C: -3.2482 0.4229 0.8747
C: -2.3006 -0.5066 1.2963
N: -1.0091 -0.7816 0.8274
C: -0.5589 -1.8016 1.5491
C: 0.7551 -2.4136 1.4264
C: 1.5306 -2.7575 2.4720
S: 3.1281 -3.1824 2.0104
C: 2.7693 -2.8245 0.3614
N: 1.4100 -2.5176 0.1989
H: -1.3741 -3.0028 3.0582
H: -4.0232 -2.0760 3.8104
H: -5.6950 -0.4039 3.0813
H: -5.2197 1.1436 1.2366
H: -3.0482 1.0979 0.0544
H: 1.2600 -2.6950 3.5143
H: 3.3466 -3.2108 -0.4594
N: -1.7339 -1.6058 -5.6799
C: -1.0806 -1.8862 -4.7741
C: -0.3835 -2.1637 -3.5543
C: -1.0813 -2.7717 -2.5041
C: -0.4943 -2.9002 -1.2679
C: 0.8014 -2.4046 -1.0504
C: 1.5141 -1.8423 -2.1182
C: 0.9215 -1.7260 -3.3653
H: -2.0817 -3.1474 -2.6735
H: -1.0263 -3.3973 -0.4676
H: 2.5350 -1.5181 -1.9643
H: 1.4635 -1.2767 -4.1871
Se: -2.7371 0.9640 -4.7644
C: -1.7732 0.8435 -3.2600
N: -1.1418 0.7589 -2.2889

Summary:
Net charge: +2
Gap between HOMO and LUMO (spin up / spin down) (hartree): 0.2153 / 0.2147
2S+1: 6
HOMO level (spin up / spin down) (eV): -11.19 / -14.06
⟨S²⟩: 8.78
Energy relative to the best compared isomer or geometry (same formula, charge and spin) (eV): 0.000

---

Q: net charge of number 2 (C34H82F2N7O12S2V)?
A: 0